Molecular formula: C11H17N3O4S
Method: DFT, the ωB97M-V functional and the def2-TZVPD basis

Properties
HOMO energy ... -8.87 eV
2S+1 ... 1
Frontier orbital gap ... 8.813 eV
Lowest unoccupied orbital energy ... -0.0022 Eh
DFT total energy ... -35179.3408 eV

Geometry as XYZ:
```
36
Properties=species:S:1:pos:R:3:forces:R:3
C -3.2361 1.8572 0.4290 0.152 0.197 -0.049
H -3.8244 2.4285 1.1427 -0.085 -0.030 0.106
C -2.3293 2.7885 -0.3676 -0.120 -0.149 -0.197
C -1.6089 2.0946 -1.5246 0.162 0.013 0.269
C -0.6325 1.0198 -1.0548 0.073 -0.056 -0.342
C 0.1927 0.4715 -2.2151 -0.163 0.457 0.111
H -0.4511 0.0643 -2.9972 0.076 0.049 0.055
H 0.8316 1.2584 -2.6291 -0.114 -0.098 -0.015
O 1.0139 -0.6251 -1.8069 -0.098 -0.157 -0.188
C 2.1433 -0.3361 -1.1653 0.302 -0.048 -0.193
O 2.5471 0.7718 -0.9431 0.033 0.182 -0.056
C 2.9239 -1.6019 -0.8317 -0.378 -0.203 0.414
C 3.9979 -1.3531 0.2118 0.029 0.080 -0.116
H 4.5840 -2.2536 0.3730 0.028 -0.053 0.001
H 3.5426 -1.0447 1.1485 0.049 0.010 0.046
H 4.6505 -0.5536 -0.1301 0.077 0.056 0.019
H 3.3689 -1.9678 -1.7625 -0.098 0.023 0.025
S 1.7861 -2.9554 -0.3510 0.389 -0.405 -0.364
C 0.8026 -2.1374 0.8117 0.348 0.782 0.137
N 1.0491 -0.9165 1.1377 -0.056 -0.780 -0.192
N 0.2354 -0.2977 2.0088 -0.068 0.232 0.216
C -0.8859 -0.8353 2.5838 0.123 0.005 -0.131
O -1.6093 -0.2232 3.3261 -0.256 0.144 0.266
N -1.1059 -2.1558 2.2188 -0.104 -0.092 0.050
C -0.3307 -2.9128 1.3592 -0.285 0.144 0.264
O -0.5814 -4.0618 1.1007 0.093 -0.070 -0.092
H -1.9184 -2.6035 2.6303 0.134 0.098 -0.067
H 0.4815 0.6614 2.2194 -0.182 -0.242 0.004
H 0.0498 1.4432 -0.3154 -0.005 -0.032 0.059
H -1.1780 0.1937 -0.5950 0.020 -0.045 0.077
H -1.0568 2.8455 -2.0945 -0.013 0.014 -0.101
H -2.3468 1.6458 -2.1933 -0.044 0.020 -0.100
H -2.9331 3.5998 -0.7803 0.050 0.076 0.049
H -1.5906 3.2356 0.3009 0.032 0.102 -0.006
H -3.9198 1.3316 -0.2342 -0.112 -0.097 -0.051
H -2.6618 1.1240 0.9890 0.010 -0.127 0.091
```
Forces are in eV/Å.


Molecular formula: C11H17N4
Method: DFT, the ωB97M-V functional and the def2-TZVPD basis

Properties
HOMO energy ... -12.15 eV
2S+1 ... 1
Total charge ... +1
Frontier orbital gap ... 8.671 eV
Lowest unoccupied orbital energy ... -0.1280 Eh
DFT total energy ... -17633.3851 eV

Geometry as XYZ:
```
32
Properties=species:S:1:pos:R:3:forces:R:3
C -3.1135 0.1728 1.2102 0.830 -1.420 -3.009
C -3.3340 -0.9897 0.5083 -0.465 0.817 1.621
C -2.2126 0.9583 0.4675 -0.427 -0.638 -1.972
C -1.9159 0.2416 -0.7137 -0.379 -0.467 0.507
C -1.5315 2.0657 0.9168 3.637 0.861 1.253
C 3.5389 -0.0575 0.9299 -0.727 0.230 0.539
C 2.5727 -1.2408 1.0670 0.158 0.992 1.252
C 3.1257 0.6612 -0.3100 -1.014 0.734 -1.042
C 1.4161 -0.7333 0.2334 -2.491 -0.582 1.163
C 0.0374 2.1927 -0.8455 1.197 -2.660 0.150
C -2.5101 -1.8036 -1.7633 0.455 -3.133 0.071
N -0.3512 2.4296 0.4224 -1.569 0.814 0.331
N -2.5498 -0.9191 -0.6184 -1.265 -1.003 -1.282
N 0.9652 1.2926 -1.1808 -1.561 1.818 -1.697
N 1.6336 0.6996 -0.1288 -0.854 2.109 5.031
H -3.4809 0.3775 2.1230 -1.272 0.763 2.909
H -4.0546 -1.7192 0.9053 0.821 -0.245 -1.127
H -1.7304 2.3801 1.9584 -0.053 0.313 -0.745
H 3.3126 0.5816 1.7798 0.279 0.395 0.106
H 4.5621 -0.2622 0.9622 1.571 -0.575 0.014
H 2.9173 -2.1389 0.6434 0.679 -1.093 -0.668
H 2.3964 -1.4807 2.1619 -0.303 0.535 -1.399
H 3.5623 1.6512 -0.5727 -0.472 -0.768 0.418
H 2.9898 0.0391 -1.1920 1.767 -0.140 -0.492
H 1.3819 -1.0946 -0.7293 0.116 -1.844 -2.085
H 0.4286 -0.9935 0.6734 0.430 0.941 -0.216
H -1.4145 0.2722 -1.6649 0.548 1.122 0.300
H -0.4579 2.6833 -1.6839 0.177 0.002 0.085
H -3.1029 -1.6502 -2.6335 -0.807 1.470 -0.414
H -1.5048 -2.0375 -2.1605 -0.118 0.705 0.633
H -2.8742 -2.8080 -1.5075 0.115 0.248 0.595
H 1.2983 1.2296 0.7418 0.996 -0.302 -0.828
```
Forces are in eV/Å.


Molecular formula: C11H17N4
Method: DFT, the ωB97M-V functional and the def2-TZVPD basis

Properties
HOMO energy (alpha / beta) ... -16.08 / -16.34 eV
2S+1 ... 2
Total charge ... +2
Frontier orbital gap (alpha / beta) ... 9.133 / 6.254 eV
Lowest unoccupied orbital energy (alpha / beta) ... -0.2552 / -0.3708 Eh
DFT total energy ... -17626.0158 eV

Geometry as XYZ:
```
32
Properties=species:S:1:pos:R:3:forces:R:3
C 2.9771 0.8465 0.6652 -1.267 -1.033 0.188
C 1.8354 0.5060 -0.2492 0.541 -0.104 0.654
C 1.1487 1.4672 -1.0453 -0.114 -1.992 -0.869
C 1.2383 -0.7784 -0.4961 1.200 1.448 -0.388
C 0.3570 -0.5702 -1.5817 -1.499 -2.949 1.576
C 1.5443 -2.0703 0.0340 0.161 0.610 -2.164
C -0.4315 -1.6930 -1.9962 0.484 2.765 -0.742
C 0.7445 -3.1149 -0.3992 2.265 -0.844 0.394
C -0.1808 -2.9297 -1.4283 -1.294 -0.788 1.172
N 0.2604 0.8005 -1.8320 0.822 0.657 -1.044
H 3.2044 1.8853 0.6968 0.119 0.814 -0.088
H 3.8818 0.2832 0.4607 0.045 -0.183 -0.215
H 1.4049 2.4854 -1.2247 -0.013 0.579 0.007
H 0.1887 1.0812 -2.8141 -0.642 0.324 0.451
H 2.5936 -2.2830 0.2469 -0.461 0.120 1.281
H -1.2038 -1.5323 -2.7615 0.386 -0.395 0.290
H 1.1840 -4.0958 -0.0752 -1.383 0.617 -0.527
H -0.8611 -3.7599 -1.6447 0.517 0.199 -0.451
H 2.6281 0.5268 1.6504 0.352 0.090 0.289
C -0.6587 1.3300 3.0261 0.229 1.552 1.985
C -1.9258 1.2182 0.8986 -2.203 -0.355 1.194
N -1.5975 1.8658 2.0353 1.734 -0.378 -0.251
N -1.8226 -0.1349 0.9330 0.951 2.192 0.390
N -2.6226 1.8362 -0.0641 -0.316 1.931 -0.076
H -1.5216 2.8842 2.1920 -0.845 -0.704 -1.242
H -1.0829 -0.3662 1.5848 -0.442 -1.176 -0.261
H -2.1821 -0.7424 0.2198 0.243 -0.083 -0.112
H -2.8376 2.8583 0.0225 0.580 -1.400 0.177
H -3.4182 1.3853 -0.4857 0.173 -0.562 -0.243
H 0.3437 1.7256 2.9063 0.209 0.077 -0.438
H -0.5443 0.3287 3.3974 -0.747 -1.080 -0.977
H -1.0168 1.7972 3.9504 0.214 0.049 0.042
```
Forces are in eV/Å.


Molecular formula: C11H17NO2S
Method: DFT, the ωB97M-V functional and the def2-TZVPD basis

Properties
HOMO energy ... -8.30 eV
2S+1 ... 1
Frontier orbital gap ... 8.836 eV
Lowest unoccupied orbital energy ... 0.0196 Eh
DFT total energy ... -28097.9321 eV

Geometry as XYZ:
```
32
Properties=species:S:1:pos:R:3:forces:R:3
C 1.2452 0.5925 0.5449 0.521 -0.702 -2.136
C 0.9551 -1.1331 -1.4785 3.212 2.812 -1.495
C -0.3650 -0.5058 -1.8630 0.505 -1.217 -0.868
C 0.8729 -1.8166 0.9292 2.217 1.032 2.198
C -1.5057 -1.5576 0.2797 3.426 -0.312 -1.701
C -1.3258 0.9174 -0.0573 -0.232 2.217 -0.557
C -0.5555 0.0911 2.0900 -1.940 -1.190 1.087
C 1.5233 -0.7783 -0.0788 1.227 -1.422 -0.289
C -1.4008 -0.4224 -0.7926 -3.230 0.732 1.477
C -0.5402 -1.3643 1.4938 1.347 -0.821 -0.677
C -0.1923 0.9583 0.9134 0.584 -1.123 1.662
N 0.5895 3.1126 -1.1340 1.201 -3.005 -0.477
O 2.5642 3.0855 0.6072 -0.304 -0.754 0.088
O 0.1930 2.3108 1.2315 -1.021 2.207 0.695
S 1.4508 2.2344 0.2963 -0.289 0.679 -1.913
H 0.9025 -2.1652 -1.4854 -0.389 -2.202 -0.053
H 1.8480 -0.9606 -2.3337 -2.466 0.054 1.993
H -0.2361 0.5032 -2.2499 0.033 -0.133 -0.402
H -0.7435 -1.2170 -2.6225 -0.056 0.816 -0.156
H 0.9246 -2.8554 0.5649 -0.743 0.511 -0.475
H 1.7157 -1.9227 1.7118 -1.639 0.564 -0.292
H -2.4491 -1.6206 0.6571 -2.894 -0.203 0.681
H -1.2155 -2.5143 -0.2685 -0.639 0.852 0.982
H -1.1634 1.7411 -0.7740 0.124 -0.602 -0.032
H -2.1904 1.3697 0.5080 0.179 -1.396 -0.443
H -1.5892 0.2561 2.5936 1.113 0.053 -1.515
H 0.0370 0.1629 2.9962 0.987 0.050 -0.390
H 2.6450 -1.1172 -0.1651 -1.887 1.180 0.556
H -2.4087 -0.3451 -1.3272 1.153 -0.466 0.574
H -0.7902 -2.0543 2.3160 -0.129 0.108 -0.432
H 0.9020 2.9819 -2.1239 0.168 -0.032 1.637
H 0.3028 4.0329 -0.9792 -0.138 1.713 0.673
```
Forces are in eV/Å.


Molecular formula: C11H17NOSn
Method: DFT, the ωB97M-V functional and the def2-TZVPD basis

Properties
HOMO energy (alpha / beta) ... -8.18 / -7.99 eV
2S+1 ... 1
Frontier orbital gap (alpha / beta) ... 5.911 / 6.928 eV
Lowest unoccupied orbital energy (alpha / beta) ... -0.0833 / -0.0389 Eh
DFT total energy ... -21043.6198 eV

Geometry as XYZ:
```
31
Properties=species:S:1:pos:R:3:forces:R:3
C 0.0857 -1.9915 -2.6652 -0.344 -0.007 0.328
C -1.1402 -1.6251 -2.0734 0.443 -0.178 0.159
C -0.9773 -1.6305 -0.6478 0.435 -0.252 -0.253
C 0.3813 -2.1296 -0.3815 -0.477 0.432 -0.455
C 1.0255 -2.2606 -1.6424 -0.388 -0.307 0.062
Sn 0.4401 0.3463 -0.3427 -0.582 -1.060 1.205
C -1.1707 2.0364 -1.7714 -0.544 1.051 0.212
C -0.6722 2.9810 -2.6877 1.390 -3.097 2.169
C 0.4415 3.2841 -3.3082 0.160 0.930 -1.277
N 2.5569 -0.2261 -0.6145 -1.565 1.033 0.584
H -1.7597 -1.4859 0.1025 0.294 -0.203 -0.327
H -2.0869 -1.4593 -2.5876 0.380 0.207 0.130
H 0.7474 -2.4724 0.5871 0.016 0.329 -0.329
H 2.0585 -2.5511 -1.7997 -0.251 -0.054 0.112
H 0.2783 -2.1041 -3.7342 -0.085 0.208 0.420
H -1.7885 1.1989 -2.1465 0.812 0.317 -0.015
H 2.2997 0.3515 -1.4283 1.515 -0.153 -1.139
H -1.4073 2.2404 -0.6982 -0.290 0.636 -1.082
H 0.3611 3.7890 -4.2647 -0.044 0.661 0.101
H 1.5310 3.1309 -3.0721 -1.413 -0.620 0.355
C 1.1830 0.1489 3.2947 0.125 0.101 0.122
C -0.1561 -0.1349 2.6477 -0.134 -0.222 -0.802
C -1.3361 0.0606 3.5824 -0.183 0.124 0.076
O -0.3809 0.7000 1.4912 0.600 -0.061 -0.279
H 1.2661 1.2007 3.5872 -0.065 -0.094 -0.063
H 2.0093 -0.0913 2.6185 -0.080 0.056 0.010
H 1.2959 -0.4657 4.1916 0.040 0.025 -0.024
H -0.1498 -1.1903 2.3101 -0.049 0.192 0.175
H -1.4121 1.1112 3.8789 0.043 -0.074 -0.040
H -2.2685 -0.2165 3.0834 0.103 0.057 -0.005
H -1.2548 -0.5451 4.4907 0.134 0.023 -0.131
```
Forces are in eV/Å.


Molecular formula: C11H18
Method: DFT, the ωB97M-V functional and the def2-TZVPD basis

Properties
HOMO energy ... -9.12 eV
2S+1 ... 1
Frontier orbital gap ... 10.083 eV
Lowest unoccupied orbital energy ... 0.0355 Eh
DFT total energy ... -11697.8160 eV

Geometry as XYZ:
```
29
Properties=species:S:1:pos:R:3:forces:R:3
C 0.8653 1.0025 2.0724 -1.155 -0.301 0.312
C -1.5077 1.1265 0.8446 0.584 0.047 1.105
C -0.1874 1.5533 1.0737 1.403 -0.330 -0.204
C -2.2620 1.7768 -0.1149 -0.103 -0.969 1.270
C 0.3466 2.4880 0.1946 0.453 0.915 -1.187
C -1.7021 2.7292 -0.9234 -0.708 -0.753 -2.495
C -0.3396 2.9578 -0.9343 -0.632 0.314 1.405
H -1.9698 0.3200 1.4327 0.342 0.581 -0.176
H -3.2744 1.4130 -0.2212 -0.179 0.400 -0.272
H 0.9228 1.6706 2.9341 -0.352 -0.275 0.306
H 1.9003 0.9947 1.7294 -0.253 0.055 -0.678
H 1.3432 2.9173 0.3331 -0.044 -0.675 0.114
H -2.3470 2.9725 -1.7747 0.418 0.618 0.221
H 0.1137 3.5412 -1.7267 0.121 0.117 0.298
H 0.6298 -0.0393 2.3652 0.035 0.782 0.175
C 0.4696 -1.5357 -0.6618 -0.532 -0.710 0.568
C 0.0802 -2.4381 -1.8332 -0.053 -0.680 0.840
C -0.3818 -1.9293 0.6164 1.244 0.428 0.278
C 2.0010 -1.6508 -0.3217 -2.386 -0.181 -1.219
H 0.1959 -0.5151 -0.9608 0.297 -0.009 0.388
H -0.9245 -2.2432 -2.2256 0.018 -0.230 0.396
H -1.2338 -1.2887 0.7386 -0.498 -0.138 -0.153
H -0.6511 -2.9658 0.7899 -0.329 -0.447 -1.094
H 0.1936 -1.8271 1.5449 0.274 0.642 -0.229
H 2.1956 -0.6971 0.1815 1.025 -0.745 -0.008
H 2.0929 -2.5894 0.1957 0.303 0.034 1.237
H 2.5068 -1.9326 -1.2444 0.550 1.129 -0.155
H 0.1822 -3.4659 -1.4295 -0.365 0.219 -0.655
H 0.7417 -2.3453 -2.6744 0.521 0.163 -0.387
```
Forces are in eV/Å.


Looking at energy relative to the best compared isomer or geometry (same formula, charge and spin) for the records above, in order, we have 0.00; 468.55; 139.14; 522.00; 148.10; 141.26 kJ/mol.